Entry 1:
112
Properties=species:S:1:pos:R:3:mulliken_charge:R:1 method="wB97M-V/def2-TZVPD" smiles=COCCOC.COCCOC.COCCOC.COCCOC.COCCOC.COCCOC.COCCOC orbital_gap_ev=9.97 max_force_ev_per_a=3.434 homo_energy_ev=-9.538
C -8.306 3.758 0.098 -0.796
O -8.383 5.047 -0.395 -0.265
C -7.116 5.635 -0.758 -0.496
C -7.424 6.844 -1.593 -0.634
O -8.413 7.680 -1.103 -0.343
C -8.001 8.411 0.057 -0.639
H -7.980 3.058 -0.671 0.301
H -9.155 3.368 0.659 0.269
H -7.517 3.704 0.848 0.314
H -6.508 4.921 -1.312 0.455
H -6.528 5.863 0.131 0.352
H -7.971 6.509 -2.475 0.272
H -6.573 7.362 -2.036 0.424
H -7.862 7.608 0.782 0.258
H -8.860 9.005 0.367 0.253
H -7.082 8.980 -0.085 0.274
C -23.559 7.408 -6.290 -0.620
O -24.685 7.913 -7.041 -0.375
C -24.362 8.757 -8.152 -0.432
C -23.273 9.845 -7.965 -0.349
O -23.559 10.832 -8.855 -0.319
C -22.491 11.764 -8.892 -0.816
H -22.785 6.989 -6.934 0.294
H -23.922 6.690 -5.554 0.246
H -23.082 8.257 -5.799 0.231
H -25.295 9.295 -8.320 0.276
H -24.209 8.127 -9.028 0.307
H -22.283 9.393 -8.030 0.329
H -23.384 10.121 -6.916 0.269
H -21.560 11.300 -9.219 0.324
H -22.226 12.310 -7.986 0.320
H -22.583 12.515 -9.677 0.316
C -22.660 16.449 4.279 -0.741
O -22.174 17.642 4.856 -0.313
C -21.065 18.210 4.264 -0.561
C -20.732 19.619 4.794 -0.492
O -20.113 19.314 5.988 -0.287
C -19.673 20.531 6.588 -0.750
H -23.145 16.758 3.353 0.299
H -23.256 15.850 4.966 0.255
H -21.861 15.746 4.042 0.304
H -21.218 18.266 3.187 0.409
H -20.172 17.597 4.391 0.295
H -21.631 20.217 4.942 0.350
H -20.012 20.117 4.146 0.378
H -18.846 20.919 5.993 0.305
H -19.171 20.311 7.530 0.256
H -20.525 21.202 6.689 0.293
C -21.441 8.419 6.372 -0.798
O -20.349 7.608 6.143 -0.287
C -19.126 8.184 6.492 -0.349
C -18.013 7.130 6.316 -0.638
O -17.724 6.583 4.987 -0.362
C -18.457 5.453 4.610 -0.597
H -22.107 8.043 7.149 0.259
H -22.027 8.416 5.453 0.242
H -21.247 9.486 6.486 0.362
H -19.013 8.514 7.525 0.359
H -18.870 9.020 5.841 0.338
H -18.173 6.302 7.005 0.373
H -17.133 7.666 6.672 0.351
H -19.367 5.830 4.143 0.209
H -18.556 4.679 5.371 0.306
H -17.807 5.038 3.840 0.230
C -28.427 1.925 -1.516 -0.659
O -29.756 1.612 -1.989 -0.318
C -30.292 0.392 -1.564 -0.426
C -31.603 0.051 -2.309 -0.639
O -31.521 -0.265 -3.695 -0.350
C -31.863 0.852 -4.502 -0.628
H -27.834 1.012 -1.577 0.313
H -28.526 2.412 -0.546 0.252
H -27.986 2.707 -2.134 0.226
H -30.405 0.407 -0.480 0.344
H -29.481 -0.326 -1.688 0.346
H -32.363 0.809 -2.119 0.371
H -32.098 -0.835 -1.909 0.379
H -31.096 1.624 -4.566 0.235
H -32.821 1.293 -4.225 0.311
H -32.008 0.370 -5.468 0.243
C -14.927 12.715 -8.385 -0.769
O -13.564 12.645 -7.834 -0.370
C -13.169 11.274 -7.929 -0.575
C -13.926 10.347 -6.953 -0.398
O -15.278 10.048 -7.341 -0.315
C -16.044 9.127 -6.519 -0.727
H -15.492 13.479 -7.851 0.346
H -15.646 11.909 -8.242 0.268
H -14.848 12.774 -9.471 0.313
H -12.084 11.221 -7.839 0.368
H -13.351 10.903 -8.938 0.330
H -13.838 10.835 -5.983 0.317
H -13.409 9.387 -6.933 0.387
H -15.761 8.112 -6.795 0.270
H -17.080 9.406 -6.712 0.232
H -15.880 9.152 -5.442 0.324
C -16.614 10.237 0.315 -0.687
O -17.924 10.708 0.110 -0.319
C -18.850 9.593 -0.058 -0.272
C -20.306 10.104 -0.272 -0.516
O -21.274 9.035 -0.678 -0.332
C -22.168 8.735 0.459 -0.672
H -15.969 11.111 0.408 0.269
H -16.208 9.648 -0.507 0.287
H -16.439 9.630 1.203 0.274
H -18.874 8.964 0.832 0.217
H -18.534 8.972 -0.897 0.305
H -20.312 10.826 -1.089 0.298
H -20.544 10.684 0.620 0.317
H -22.490 9.637 0.981 0.305
H -21.666 8.062 1.154 0.243
H -23.103 8.260 0.161 0.284

Entry 2:
118
Properties=species:S:1:pos:R:3:mulliken_spin:R:1 method="wB97M-V/def2-TZVPD" orbital_gap_ev="7.22 / 6.93" spin_multiplicity=5 max_force_ev_per_a=4.678 charge=+1 homo_energy_ev="-10.007 / -10.007"
Cr -2.725 0.564 -0.873 3.901
N 0.363 0.064 0.089 0.016
O 0.186 -0.155 1.263 0.005
O -0.559 0.484 -0.564 -0.002
O 1.483 -0.190 -0.389 0.006
C -3.109 -2.457 2.093 0.005
C -2.964 -1.700 0.754 0.071
C -4.225 -1.981 -0.100 -0.028
O -4.138 -1.259 -1.323 0.029
C -5.113 -1.659 -2.254 0.018
N -2.825 -0.272 1.114 -0.029
H -3.905 -1.992 2.675 0.000
H -2.169 -2.560 2.637 0.000
H -3.439 -3.485 1.947 0.000
H -2.033 -2.005 0.277 -0.029
H -5.080 -1.718 0.524 -0.020
H -4.218 -3.028 -0.404 0.001
H -6.132 -1.781 -1.889 0.003
H -4.754 -2.511 -2.832 0.003
H -5.103 -0.912 -3.048 -0.008
H -2.048 -0.200 1.755 0.003
H -3.587 0.017 1.710 0.019
C -4.589 -1.265 8.351 0.000
O -3.205 -1.478 8.124 0.000
C -2.677 -2.637 8.756 0.000
C -1.191 -2.704 8.482 0.000
N -0.930 -2.725 7.000 0.000
C 0.475 -2.441 6.762 0.000
C 0.765 -0.963 6.696 0.000
O 0.047 -0.205 5.782 0.000
C -0.003 -0.685 4.411 0.000
H -4.909 -1.296 9.392 0.000
H -5.162 -2.097 7.942 0.000
H -4.982 -0.394 7.826 0.000
H -3.165 -3.544 8.400 0.000
H -2.825 -2.595 9.835 0.000
H -0.788 -3.597 8.960 0.000
H -0.742 -1.925 9.098 0.000
H -1.426 -1.916 6.655 0.000
H 0.833 -2.860 5.822 0.000
H 1.063 -2.846 7.585 0.000
H 1.789 -0.851 6.339 0.000
H 0.845 -0.548 7.701 0.000
H 0.927 -0.550 3.860 0.000
H -0.794 -0.139 3.896 -0.001
H -0.270 -1.732 4.265 0.000
C 4.092 6.304 -5.289 0.000
O 4.166 5.266 -4.354 0.000
C 3.955 4.021 -4.930 0.000
C 3.793 2.920 -3.800 0.000
N 2.674 3.210 -2.934 0.000
C 2.554 2.317 -1.848 0.001
C 1.950 2.969 -0.574 0.000
O 2.710 4.220 -0.382 0.000
C 2.292 5.082 0.684 0.000
H 3.099 6.462 -5.709 0.000
H 4.645 6.068 -6.199 0.000
H 4.379 7.290 -4.923 0.000
H 4.750 3.909 -5.668 0.000
H 3.079 4.011 -5.579 0.000
H 4.695 2.682 -3.237 0.000
H 3.602 2.004 -4.358 0.000
H 2.766 4.083 -2.436 0.000
H 3.532 1.972 -1.513 0.000
H 1.891 1.483 -2.078 0.000
H 2.044 2.319 0.296 0.000
H 0.896 3.170 -0.767 0.001
H 2.463 4.608 1.650 0.000
H 1.237 5.345 0.612 0.000
H 2.832 6.023 0.580 0.000
C -2.004 2.929 1.536 0.007
O -2.327 2.549 0.160 0.006
C -2.277 3.637 -0.703 0.013
C -2.815 3.303 -2.124 -0.003
N -2.293 1.993 -2.563 0.012
C -3.037 1.410 -3.684 0.000
C -2.490 -0.001 -3.882 -0.014
O -2.172 -0.660 -2.663 -0.049
C -1.445 -1.871 -2.795 0.009
H -1.841 2.104 2.229 -0.005
H -2.690 3.618 2.029 0.002
H -1.046 3.449 1.520 0.002
H -1.266 4.043 -0.745 -0.003
H -2.835 4.486 -0.307 0.002
H -2.499 4.021 -2.881 0.006
H -3.903 3.380 -2.107 -0.010
H -1.351 2.212 -2.855 0.014
H -2.865 2.032 -4.563 0.009
H -4.088 1.417 -3.396 0.042
H -1.641 0.044 -4.565 -0.003
H -3.224 -0.530 -4.490 -0.005
H -0.403 -1.702 -3.070 0.003
H -1.906 -2.576 -3.487 0.005
H -1.395 -2.326 -1.806 -0.006
C 0.410 -2.893 -5.885 0.000
O 1.191 -3.001 -4.747 0.000
C 2.059 -1.855 -4.480 0.000
C 3.157 -2.284 -3.454 0.000
N 3.764 -1.151 -2.770 0.000
C 4.926 -1.549 -1.965 0.000
C 4.615 -2.511 -0.802 0.000
O 4.682 -3.843 -1.305 0.000
C 4.438 -4.823 -0.318 0.000
H 0.023 -3.862 -6.200 0.000
H 0.965 -2.457 -6.715 0.000
H -0.406 -2.244 -5.568 0.000
H 1.428 -1.076 -4.051 0.000
H 2.566 -1.414 -5.339 0.000
H 3.871 -2.909 -3.989 0.000
H 2.590 -2.889 -2.745 0.000
H 3.025 -0.754 -2.208 0.000
H 5.307 -0.664 -1.455 0.000
H 5.807 -1.862 -2.527 0.000
H 3.658 -2.265 -0.342 0.000
H 5.415 -2.377 -0.075 0.000
H 3.440 -4.668 0.093 0.000
H 5.171 -4.827 0.489 0.000
H 4.625 -5.794 -0.775 0.000

Entry 3:
140
Properties=species:S:1:pos:R:3:mulliken_spin:R:1 method="wB97M-V/def2-TZVPD" orbital_gap_ev="7.19 / 8.08" spin_multiplicity=4 max_force_ev_per_a=8.937 charge=-2 homo_energy_ev="-4.433 / -4.645"
Cr 2.745 7.239 16.860 3.281
N 3.062 5.603 15.739 0.041
S 2.310 4.817 14.580 0.013
O 1.750 3.537 14.950 0.003
O 2.634 5.078 13.219 0.003
F 1.007 5.782 14.686 0.010
S 4.399 4.599 15.571 0.014
O 5.144 4.824 14.363 0.003
O 4.286 3.245 16.006 0.002
F 5.328 5.256 16.646 0.003
N 0.854 7.247 17.406 -0.078
S 0.079 8.519 18.350 0.081
O 0.573 8.643 19.690 0.003
O -1.272 8.938 18.096 0.004
F 0.855 9.735 17.638 0.024
S -0.441 6.398 17.555 0.043
O -1.514 6.674 16.626 0.009
O -0.733 5.846 18.869 0.001
F 0.062 5.067 16.828 0.038
N 4.765 5.994 20.639 0.000
S 3.311 5.505 19.838 -0.008
O 2.782 4.165 19.907 -0.001
O 3.243 6.108 18.514 -0.080
F 2.251 6.329 20.689 0.000
S 4.840 4.795 21.708 0.000
O 5.457 3.573 21.258 0.000
O 3.730 4.758 22.626 0.000
F 5.968 5.456 22.596 0.000
C 4.637 8.798 17.799 0.031
O 5.305 8.788 18.847 -0.029
O 4.681 7.892 16.891 -0.138
O 3.354 9.019 17.931 -0.187
C -2.416 12.470 20.228 0.000
C -1.896 13.403 19.152 0.000
C -1.408 12.596 17.917 0.000
O -2.858 14.312 18.672 0.000
H -1.646 11.730 20.455 0.000
H -3.289 11.870 19.959 0.000
H -2.649 13.065 21.113 0.000
H -1.059 13.992 19.534 0.000
H -0.812 11.752 18.263 0.000
H -0.875 13.257 17.233 0.000
H -2.215 12.213 17.286 0.000
H -3.615 13.774 18.416 0.000
C -1.923 3.930 13.980 0.001
C -3.383 3.869 14.400 0.000
C -4.098 2.681 13.802 0.000
O -3.543 3.806 15.811 0.000
H -1.423 4.762 14.473 0.000
H -1.803 3.940 12.894 0.000
H -1.382 3.024 14.270 0.000
H -3.839 4.810 14.080 0.000
H -3.437 1.806 13.786 0.000
H -4.335 2.879 12.754 0.000
H -4.947 2.313 14.376 0.000
H -3.292 2.944 16.168 0.000
C 0.318 4.275 22.894 0.000
C -1.020 4.857 22.431 0.000
C -1.015 6.370 22.449 0.000
O -1.205 4.410 21.091 0.000
H 1.066 4.508 22.143 0.000
H 0.255 3.184 22.842 0.000
H 0.615 4.546 23.907 0.000
H -1.944 4.545 22.936 0.000
H -0.220 6.852 21.879 0.000
H -0.784 6.630 23.492 0.000
H -1.974 6.866 22.300 0.000
H -1.096 5.177 20.500 0.000
C -4.213 5.372 18.450 0.000
C -5.429 4.446 18.222 0.000
C -6.576 4.745 19.178 0.000
O -5.936 4.725 16.919 0.000
H -3.859 5.198 19.472 0.000
H -4.479 6.428 18.467 0.000
H -3.442 5.121 17.728 0.000
H -5.079 3.409 18.263 0.000
H -6.764 5.805 19.337 0.000
H -6.391 4.339 20.177 0.000
H -7.451 4.195 18.826 0.000
H -5.211 4.502 16.310 0.000
C -3.368 8.712 20.244 0.000
C -4.735 8.638 20.925 0.000
C -5.865 8.952 19.920 0.000
O -5.005 7.294 21.323 0.000
H -3.158 7.795 19.690 0.000
H -2.488 8.831 20.872 0.000
H -3.413 9.484 19.475 0.000
H -4.759 9.290 21.805 0.000
H -6.827 8.716 20.378 0.000
H -5.731 8.326 19.041 0.000
H -5.788 10.023 19.713 0.000
H -5.875 7.260 21.728 0.000
C -2.403 7.917 13.121 0.000
C -1.950 9.045 14.029 0.000
C -3.028 9.398 15.060 0.000
O -0.756 8.599 14.683 -0.011
H -3.463 7.786 12.893 0.000
H -2.125 6.933 13.508 0.000
H -1.902 8.009 12.153 0.000
H -1.683 9.994 13.556 0.000
H -2.756 10.346 15.527 0.000
H -3.124 8.637 15.834 0.000
H -3.987 9.516 14.551 0.000
H -1.021 7.688 14.877 -0.001
C 3.018 8.868 13.026 0.001
C 2.787 9.580 14.361 0.010
C 1.828 10.797 14.307 0.001
O 2.151 8.614 15.231 -0.095
H 3.775 9.316 12.376 0.000
H 2.148 9.063 12.384 0.000
H 3.083 7.784 13.084 0.000
H 3.754 9.806 14.813 -0.002
H 0.898 10.550 13.784 0.000
H 2.257 11.623 13.745 0.000
H 1.484 10.916 15.336 0.000
H 1.222 8.896 15.122 0.010
C -0.043 2.290 18.520 0.001
C -0.933 1.563 17.498 0.000
C -0.803 0.054 17.428 0.000
O -2.272 1.970 17.810 0.000
H 1.021 2.168 18.310 0.000
H -0.237 1.959 19.544 0.000
H -0.213 3.364 18.521 -0.001
H -0.765 1.966 16.496 0.000
H -1.688 -0.467 17.066 0.000
H -0.601 -0.256 18.457 0.000
H 0.033 -0.163 16.762 0.000
H -2.441 1.909 18.755 0.000
C 1.919 12.551 18.750 -0.001
C 3.188 12.208 19.533 0.002
C 3.287 13.109 20.741 0.000
O 3.074 10.887 20.009 -0.005
H 1.807 11.872 17.904 -0.001
H 2.186 13.495 18.255 0.000
H 1.010 12.614 19.341 0.000
H 4.044 12.365 18.865 0.001
H 2.334 12.925 21.239 0.000
H 3.438 14.124 20.366 0.000
H 4.127 12.914 21.407 0.000
H 3.109 10.240 19.279 0.009

Entry 4:
116
Properties=species:S:1:pos:R:3:mulliken_spin:R:1 method="wB97M-V/def2-TZVPD" orbital_gap_ev="1.61 / 8.91" spin_multiplicity=2 max_force_ev_per_a=2.539 charge=-1 homo_energy_ev="0.694 / -6.630"
C -0.458 2.077 -9.297 0.057
O 0.693 2.080 -8.446 -0.048
C 1.947 2.095 -9.036 0.023
C 3.085 1.656 -8.050 -0.003
N 3.082 2.507 -6.877 -0.014
C 3.550 1.792 -5.625 0.016
C 4.375 2.695 -4.654 0.009
O 4.655 2.089 -3.367 0.004
C 3.494 1.695 -2.598 -0.022
H -0.507 1.362 -10.118 -0.002
H -0.758 3.031 -9.730 -0.006
H -1.361 1.892 -8.716 -0.001
H 2.181 3.068 -9.468 0.000
H 1.989 1.343 -9.824 0.004
H 4.046 1.740 -8.556 0.000
H 2.815 0.617 -7.858 -0.001
H 2.090 2.695 -6.838 0.000
H 4.027 0.820 -5.752 -0.005
H 2.620 1.537 -5.117 0.009
H 3.793 3.595 -4.456 0.005
H 5.307 3.014 -5.120 -0.001
H 3.013 0.873 -3.129 -0.012
H 2.755 2.494 -2.535 -0.010
H 3.767 1.328 -1.608 0.009
C 2.204 -1.239 7.527 0.086
O 1.929 -2.372 6.588 -0.094
C 1.100 -1.947 5.487 0.200
C 1.074 -3.128 4.405 -0.085
N -0.111 -3.144 3.473 -0.190
C -0.072 -4.439 2.813 0.014
C -1.180 -4.382 1.747 0.048
O -2.382 -4.688 2.371 -0.087
C -3.546 -4.789 1.537 -0.017
H 3.026 -0.550 7.331 0.002
H 2.473 -1.518 8.546 -0.009
H 1.330 -0.594 7.622 -0.027
H 1.385 -1.034 4.964 0.029
H 0.116 -1.779 5.925 0.074
H 1.087 -4.046 4.994 0.002
H 1.934 -3.193 3.738 -0.010
H -0.980 -3.053 3.980 0.071
H -0.357 -5.215 3.524 0.009
H 0.917 -4.566 2.373 0.000
H -1.029 -5.195 1.037 0.013
H -1.284 -3.409 1.268 0.000
H -3.323 -5.191 0.549 0.010
H -4.061 -3.849 1.340 -0.021
H -4.268 -5.427 2.046 0.046
C 0.226 5.961 -1.188 0.218
O 0.739 4.734 -1.553 -0.184
C -0.064 3.610 -1.127 0.487
C 0.006 3.341 0.413 1.645
N 1.422 3.374 0.678 -0.336
C 1.802 3.357 2.157 -0.101
C 1.530 4.780 2.686 0.710
O 2.197 5.636 1.711 -0.219
C 2.020 7.021 2.039 0.124
H 1.039 6.682 -1.278 0.029
H 0.024 6.117 -0.128 0.020
H -0.638 6.257 -1.782 -0.075
H 0.411 2.773 -1.639 0.066
H -1.076 3.659 -1.530 -0.433
H -0.436 2.361 0.591 -0.754
H -0.622 4.087 0.899 -0.223
H 1.692 4.220 0.198 -0.033
H 2.821 3.072 2.421 0.038
H 1.299 2.601 2.760 -0.376
H 2.039 4.824 3.649 0.089
H 0.493 5.080 2.843 -0.069
H 1.140 7.326 1.473 -0.010
H 2.813 7.646 1.627 -0.005
H 1.983 7.193 3.115 0.004
C -7.189 -6.581 1.753 0.033
O -6.564 -5.489 1.149 -0.024
C -7.286 -4.810 0.095 0.025
C -6.427 -3.701 -0.625 -0.002
N -6.292 -2.516 0.142 -0.047
C -5.515 -1.516 -0.592 0.009
C -4.806 -0.618 0.482 0.610
O -3.720 -1.353 0.955 -0.789
C -2.937 -0.729 1.999 1.127
H -8.181 -6.286 2.095 -0.005
H -6.674 -7.132 2.541 0.004
H -7.311 -7.273 0.920 0.001
H -8.241 -4.428 0.454 -0.001
H -7.611 -5.522 -0.663 0.004
H -6.948 -3.470 -1.554 -0.004
H -5.488 -4.122 -0.984 -0.001
H -5.754 -2.736 0.968 0.015
H -6.214 -1.025 -1.268 -0.112
H -4.856 -2.038 -1.286 0.067
H -5.425 -0.401 1.352 0.085
H -4.516 0.345 0.063 -0.233
H -2.440 0.145 1.576 0.102
H -2.248 -1.458 2.425 0.183
H -3.628 -0.458 2.796 -0.415
C 5.115 -0.136 2.621 0.002
C 4.792 -1.605 2.199 -0.001
O 4.205 -1.703 0.936 -0.005
O 3.890 0.553 2.631 -0.049
H 5.862 0.347 1.990 0.001
H 5.660 -0.080 3.563 0.007
H 4.213 -2.162 2.936 0.000
H 5.737 -2.142 2.112 0.001
H 3.304 -1.425 1.117 0.000
H 3.459 0.341 1.800 0.000
C 1.313 -0.111 -0.173 0.600
C 0.564 -0.714 0.975 -1.282
O 1.425 -1.579 1.680 0.227
O 2.343 0.816 0.293 -0.102
H 0.704 0.440 -0.890 0.148
H 1.838 -0.895 -0.718 0.081
H -0.192 -1.383 0.565 -0.059
H 0.063 -0.013 1.642 0.143
H 0.887 -2.162 2.221 -0.008
H 2.051 1.729 0.259 -0.021